Formula: C32H31NO2P2Pt
Source: OMol25
Level of theory: ωB97M-V/def2-TZVPD

Structure (XYZ):
```
69
Properties=species:S:1:pos:R:3:forces:R:3:mulliken_charge:R:1
Pt -0.134445 0.046657 0.178880 -0.4 0.2 -0.4 1.3740
C -2.788088 1.663116 -0.885993 0.0 -0.1 0.0 -1.1777
P -0.999333 1.526873 -1.393320 -0.3 0.9 1.0 0.5732
C -0.234315 3.130737 -1.001654 -0.1 0.1 -0.2 0.2967
C 0.954240 3.512876 -1.622306 0.0 0.0 0.1 -0.3265
C 1.589457 4.688621 -1.256334 0.0 0.0 0.0 -0.8504
C 1.066074 5.473861 -0.237957 0.0 0.0 0.0 -0.5847
C -0.081161 5.066174 0.425062 0.0 0.0 0.0 -0.7540
C -0.732274 3.901252 0.043979 0.0 0.1 0.0 -0.5843
C -1.172332 1.441144 -3.201386 0.6 -0.5 0.0 0.5178
C -0.802766 2.454355 -4.077019 -0.2 0.1 -0.1 -0.4648
C -0.871018 2.247740 -5.450685 -0.1 0.0 0.0 -0.7037
C -1.308893 1.035743 -5.959210 0.0 0.0 0.0 -0.5044
C -1.698788 0.023432 -5.091378 0.0 0.0 0.0 -0.8618
C -1.618236 0.224246 -3.722845 -0.1 0.0 -0.1 -0.8342
C -3.047813 0.865866 0.356936 -0.2 -0.1 -0.1 0.1935
C -4.106723 0.804712 1.245120 0.1 0.0 0.0 -1.1114
C -3.789122 -0.213763 2.187456 0.1 0.1 0.0 -0.9335
C -2.554954 -0.718737 1.819894 -0.1 -0.2 0.0 0.2697
C -1.690887 -1.825075 2.359627 -0.1 -0.1 -0.2 -0.9767
P 0.024417 -1.680683 1.641000 0.1 0.6 1.1 1.2327
C 1.060103 -1.262686 3.083745 -0.1 -0.2 0.0 0.2801
C 2.019180 -2.108665 3.629228 0.0 0.0 0.0 -0.3740
C 2.775848 -1.694640 4.719237 0.0 0.0 0.0 -0.6847
C 2.569391 -0.440625 5.272118 0.0 0.0 0.0 -0.5208
C 1.608171 0.405730 4.732670 0.0 0.0 0.0 -0.6975
C 0.860194 0.000732 3.640568 0.0 0.0 0.0 -0.4210
C 0.569505 -3.318773 1.095966 0.0 0.2 -0.5 0.2835
C -0.254489 -4.436374 1.033191 0.0 -0.1 0.1 -0.5545
C 0.206517 -5.615836 0.456376 0.0 0.1 0.0 -0.6723
C 1.486082 -5.681379 -0.068995 0.0 0.0 0.0 -0.5337
C 2.310596 -4.563698 -0.025558 0.0 0.0 0.1 -0.7564
C 1.849252 -3.387876 0.539984 0.1 -0.1 0.0 -0.2276
N -2.136848 -0.087535 0.691899 0.2 -0.1 -0.1 -0.0030
H -3.379041 1.269038 -1.717843 0.1 0.1 -0.1 0.5247
H -3.044967 2.720135 -0.795069 0.0 0.0 0.0 0.5765
H 1.402252 2.878140 -2.378418 0.0 0.0 0.0 0.5964
H 2.498437 4.988065 -1.761828 0.0 0.0 0.0 0.3986
H 1.563030 6.391231 0.049959 0.0 0.0 0.0 0.3864
H -0.466816 5.648237 1.252075 0.0 0.0 0.0 0.4080
H -1.620720 3.587434 0.578956 0.0 0.0 0.0 0.3553
H -0.489326 3.416093 -3.696326 0.1 0.0 0.0 0.5043
H -0.580274 3.044320 -6.123243 0.0 0.0 0.0 0.4142
H -1.347844 0.878340 -7.029219 0.0 0.0 0.0 0.3863
H -2.061373 -0.919099 -5.480571 0.0 0.0 0.0 0.4172
H -1.936696 -0.562077 -3.044796 0.0 0.0 0.0 0.8930
H -4.997019 1.414875 1.228384 0.0 0.0 0.0 0.4778
H -4.389383 -0.529321 3.027023 0.0 0.0 0.0 0.4792
H -2.121185 -2.787892 2.077959 0.1 -0.1 0.1 0.3908
H -1.601089 -1.811795 3.445648 0.0 0.0 0.0 0.4717
H 2.183452 -3.092261 3.207502 0.0 0.0 0.0 0.3667
H 3.525053 -2.356237 5.135181 0.0 0.0 0.0 0.4103
H 3.160855 -0.119531 6.120141 0.0 0.0 0.0 0.3770
H 1.453468 1.391059 5.152624 0.0 0.0 0.0 0.4018
H 0.130254 0.671907 3.202182 0.0 0.0 0.0 0.2614
H -1.253463 -4.411649 1.444549 0.0 0.0 0.0 0.2724
H -0.443183 -6.480516 0.416569 0.0 0.0 0.0 0.4103
H 1.838152 -6.597731 -0.525203 0.0 0.0 0.0 0.3816
H 3.305840 -4.604249 -0.448259 0.0 0.0 0.0 0.4036
H 2.479325 -2.506105 0.545338 0.0 0.0 0.0 0.3694
C 2.820594 0.363041 -0.803427 -0.1 0.1 0.0 -1.4373
C 1.753506 0.782996 0.201814 0.3 -0.7 -0.5 0.7993
O 2.029590 1.597424 1.055549 -0.1 0.1 0.0 -0.5728
H 3.515995 1.181082 -1.005001 0.0 0.0 0.1 0.4357
H 2.369290 -0.005645 -1.724185 0.0 0.0 0.0 0.2604
H 3.383763 -0.458344 -0.349703 0.0 0.0 0.0 0.3119
O 0.154777 -2.114719 -1.999316 0.2 -0.3 -0.1 -0.5562
H -0.530815 -2.710947 -1.680967 0.0 0.0 0.0 0.3076
H -0.230982 -1.632820 -2.736371 0.0 0.0 0.0 0.2085
```
Forces are in eV/Å.

Output
* LUMO energy: 0.255 eV
* total charge: 0
* frontier orbital gap: 7.3691 eV